No. 1
79
Properties=species:S:1:pos:R:3 method="wB97M-V/def2-TZVPD" multiplicity=1 relative_energy_ev=3.483 lumo_energy_ev="-9.48 / -9.48" e_homo_ha="-0.5048 / -0.5048" charge=+2 total_energy_ha=-3370.6523
Te 1.34912 3.47722 1.00524
Pd -0.93452 1.82408 1.09797
P -0.31187 -0.11640 1.87234
P 0.28068 0.52555 -2.66097
Si 2.73453 0.62547 0.17050
F 1.71358 4.93239 2.14700
F -0.90916 3.87810 1.87072
F 0.91864 2.23131 2.58441
F 3.04260 2.80394 1.56323
F 2.44864 4.18528 -0.47682
O 1.38576 1.52232 -0.02680
C 2.47998 -1.68499 4.24216
C -3.25671 -0.80564 4.58010
C 3.19326 -1.82950 -1.15895
C -2.33526 -0.97137 3.56756
C -2.22694 -1.46454 0.38349
C 2.56859 -0.29890 1.79254
C -0.99984 -0.15997 -3.62540
C -0.89009 -1.44073 0.79607
C -1.68957 1.69056 -1.25181
C -2.57539 1.49095 4.84673
C -0.02995 -2.46788 0.40838
C 3.24924 -2.77175 -2.17592
C -1.84060 -3.55089 -0.74140
C 1.34566 -0.53727 2.44588
C 1.30794 -1.21206 3.66492
C 1.64301 -1.54058 -3.42213
C 3.68930 -1.46265 3.61639
C 4.42400 1.23957 -0.27309
C -1.72099 0.72872 -4.45011
C -2.77948 0.25906 -5.19777
C -2.69942 -2.51910 -0.37704
C 1.53295 -0.60953 -2.33369
C -0.50771 -3.52094 -0.36066
C 2.48774 -2.61390 -3.33239
C 3.72232 -0.77486 2.40789
C -3.38328 0.42982 5.21125
C -0.44935 1.92235 -1.89431
C -1.49600 0.09885 3.20105
C -1.37576 -1.51326 -3.54396
C -0.67655 4.28203 -1.53461
C -1.61263 1.33651 3.85707
C -2.45643 -1.95814 -4.27323
C -2.40445 2.77390 -0.75663
C 0.06212 3.21211 -2.02513
C 2.40149 -0.69237 -1.21029
C -1.89195 4.07229 -0.90242
C -3.14350 -1.08150 -5.10909
H -3.74072 -2.55164 -0.66449
H 1.06633 -1.40893 -4.32518
H -3.97585 -1.44684 -5.69478
H -0.28748 5.28518 -1.64499
H -0.84596 -2.18590 -2.88452
H -3.88002 -1.63490 4.88195
H -2.90719 -0.67829 0.69230
H -1.43911 1.77182 -4.50941
H 1.01836 3.39240 -2.49961
H 4.97687 1.57123 0.60329
H 4.31152 2.10812 -0.92657
H -2.44656 4.91180 -0.50706
H 0.99898 -2.46508 0.74362
H -2.77060 -2.98895 -4.19788
H 0.37353 -1.37313 4.18650
H -2.25336 -1.92824 3.07119
H 3.83856 -1.96992 -0.30161
H 0.15317 -4.33324 -0.63176
H -0.95146 2.16622 3.63252
H 4.60842 -1.80332 4.07170
H 2.56983 -3.31275 -4.15153
H 3.92564 -3.61118 -2.09128
H -2.67069 2.44590 5.34271
H -3.32346 0.92863 -5.84772
H 4.68419 -0.58130 1.94998
H -2.13459 0.69808 -1.25741
H -3.39125 2.61160 -0.33238
H 5.00485 0.48251 -0.79937
H 2.43568 -2.20780 5.18671
H -4.11385 0.55320 5.99863
H -2.21754 -4.38893 -1.31184



No. 2
18
Properties=species:S:1:pos:R:3 method="wB97M-V/def2-TZVPD" multiplicity=1 relative_energy_ev=2.799 lumo_energy_ev=0.75 e_homo_ha=-0.3259 charge=0 smiles="CNC(=O)[C@@H](N)CS" total_energy_ha=-741.2751
S -2.58102 0.03101 -0.48200
O 1.66925 1.06255 -0.82885
N 1.78358 -1.11114 -0.53816
N 0.34892 1.20824 1.81473
C 1.67029 -2.51074 -0.10002
C -1.21276 1.02794 0.04414
C 1.18000 0.11241 -0.21633
C -0.09132 0.30355 0.85397
H 0.96346 -3.07126 -0.65336
H 0.73635 0.88620 2.69358
H 1.32309 -2.49137 0.97306
H 2.57503 -3.14331 -0.39941
H -2.86186 0.87469 -1.55525
H -0.35330 -0.68571 1.43338
H -1.51624 2.00356 0.48400
H 2.41612 -0.99543 -1.44266
H -0.60326 1.36813 -0.94096
H 1.05810 1.97927 1.32384